ORCA calculation (the ωB97M-V functional and the def2-TZVPD basis) on a structure of composition CH4NO4P.

As for the spin multiplicity: 1. The largest force on an atom comes out at 2.988 eV/Å. For the HOMO energy, the calculation gives -11.11 eV. For the relative energy (zero: lowest compared OMol25 entry of this formula, charge and spin), the calculation gives 112.5 kcal per mole. As for the total energy: -20068.4353 eV.

Positions of all 11 atoms, in Å:
C (1.6649, 0.6826, -0.8623)
N (-0.6449, -1.8323, 0.5957)
O (-1.0691, 0.9340, 1.7059)
O (1.5522, 1.5478, -1.6935)
O (-1.0394, 1.7627, -0.7686)
O (-0.4051, -0.6334, -0.1897)
P (-0.6926, 0.8263, 0.3060)
H (2.0495, -0.3871, -0.9775)
H (1.1626, 0.8640, 0.2442)
H (-1.0532, -1.4360, 1.4470)
H (-1.5248, -2.3286, 0.1927)